# C45H62N11P

12 unconnected molecules or ions with the total composition C45H62N11P in a non-equilibrium geometry (ωB97M-V/def2-TZVPD, the OMol25 dataset).

Total charge   0
SMILES string   c1cc[nH]c1.c1cc[nH]c1.c1cc[nH]c1.c1cc[nH]c1.c1cc[nH]c1.c1cc[nH]c1.c1cc[nH]c1.c1cc[nH]c1.c1cc[nH]c1.c1cc[nH]c1.c1cc[nH]c1.C[PH4]
HOMO level   -0.2998 Eh
Strongest force on any atom   1.04 eV/Å
Total energy   -2695.3678 hartree
Spin multiplicity   1

The geometry in XYZ format:
```
119
Properties=species:S:1:pos:R:3:forces:R:3:mulliken_charge:R:1
P 1.1980 -5.4681 -5.7256 -0.921 -0.372 0.304 0.174
N 1.6201 -1.8278 -6.2506 0.052 0.078 -0.084 0.226
N 2.0771 0.2234 2.2376 0.072 -0.031 -0.008 0.311
N 4.0301 4.1231 1.9315 -0.014 -0.060 -0.117 -0.010
N -0.8482 2.3718 7.3219 0.106 0.152 -0.044 0.029
N -7.0032 0.7651 -2.9215 -0.119 0.106 -0.049 0.113
N -4.8073 -2.9033 -5.0425 0.143 0.005 0.044 0.036
N -4.0853 2.0144 7.5794 -0.354 -0.185 0.014 0.100
N 6.5388 -1.5197 -0.1894 0.120 -0.028 -0.032 0.065
N 3.4627 1.3511 -3.9790 -0.011 0.054 0.103 0.223
N 4.4846 2.6752 6.2847 0.056 -0.025 0.024 0.097
N -7.3022 -3.1899 -0.4405 -0.108 -0.051 -0.048 0.031
C 6.4965 3.1553 5.4932 -0.057 0.019 -0.112 -0.522
C -6.7925 2.0942 -2.6758 0.006 -0.001 -0.022 -0.506
C 0.9366 -0.3975 1.8128 0.036 0.027 0.030 -0.427
C 0.6471 -1.4017 2.7018 -0.072 0.025 -0.097 -0.586
C 2.2013 3.5674 0.8175 -0.067 -0.079 0.137 -1.229
C 2.5248 -0.3718 3.3841 -0.014 0.069 -0.009 -0.684
C 2.6647 4.1062 1.9899 -0.031 0.027 0.095 -0.553
C -5.7613 0.5685 7.5302 0.074 -0.064 0.090 -0.425
C -6.0285 1.6084 6.6031 0.037 0.116 -0.050 -0.582
C -7.9484 0.6227 -3.9017 0.042 0.005 -0.003 -0.373
C -3.7300 -2.6369 -5.8402 -0.005 0.006 0.015 -0.897
C -0.0416 2.2238 6.2284 0.048 -0.042 -0.004 -1.095
C 5.3439 2.6176 7.3463 0.004 0.026 -0.037 -0.474
C -8.3403 1.8770 -4.2907 -0.046 -0.131 -0.036 -0.489
C -0.3154 4.4169 6.6560 -0.095 0.024 0.095 -0.937
C 5.0337 1.8174 -2.4896 0.115 -0.171 -0.052 -0.729
C 5.1776 2.9985 5.1515 0.000 0.026 0.044 -0.260
C -9.2819 -3.6055 -1.3417 0.039 0.103 -0.081 -0.472
C 8.6755 -1.9652 0.1748 -0.051 -0.036 0.111 -0.392
C 8.5426 -1.4061 -1.1227 -0.075 0.033 -0.076 -0.582
C 2.1473 0.1887 -7.0012 -0.084 0.047 0.094 -0.104
C -3.0514 -2.7766 -3.7007 -0.065 -0.010 0.091 -0.713
C -4.9773 2.4869 6.6578 -0.011 -0.022 -0.021 -0.306
C 0.3058 3.4773 5.7938 0.095 -0.120 -0.020 0.254
C -4.4044 -2.9936 -3.7385 -0.047 0.048 0.042 -0.609
C -4.5558 0.8478 8.1198 0.008 0.001 -0.030 -0.464
C 3.7993 2.6623 -4.1658 -0.027 -0.039 0.057 -0.472
C 2.7506 -0.7813 -7.8409 0.020 -0.127 -0.022 -0.779
C 2.4054 -2.0158 -7.3545 0.002 0.077 -0.013 -0.169
C 1.6551 -1.3853 3.6998 0.075 0.035 0.081 -0.473
C -8.2180 -2.7417 -1.3545 0.049 -0.029 -0.032 -0.092
C 4.2124 0.8261 -2.9642 -0.028 0.024 0.026 -0.269
C -7.6077 2.8100 -3.5131 0.088 0.024 0.097 -0.438
C -1.0227 3.7059 7.5896 0.000 -0.029 0.014 -0.353
C 7.2118 -1.1435 -1.3202 -0.021 0.022 -0.008 -0.361
C 6.6016 2.9139 6.8867 -0.048 -0.035 0.116 -0.526
C -2.6241 -2.5499 -5.0345 0.024 -0.015 -0.105 -0.058
C -7.7713 -4.3264 0.1594 -0.016 -0.014 -0.030 -0.548
C 4.7725 2.9829 -3.2537 -0.020 0.064 -0.123 -0.695
C 3.3323 3.2372 0.0248 0.009 -0.013 0.095 0.520
C 4.4477 3.5948 0.7391 -0.048 -0.050 0.015 -0.676
C 7.4216 -2.0241 0.7260 0.019 0.019 -0.006 -0.516
C -8.9984 -4.6102 -0.3814 0.089 -0.049 0.094 -0.423
C -0.2690 -6.0927 -4.6620 0.759 0.230 0.677 -1.101
C 1.4534 -0.4874 -6.0301 -0.047 0.012 0.082 -1.069
H 4.9892 2.3725 8.3325 0.020 0.009 0.010 0.379
H -8.2581 -0.3530 -4.2364 -0.015 0.014 -0.019 0.352
H 5.7433 1.7148 -1.6845 0.015 -0.010 -0.012 0.593
H -5.7492 -3.0155 -5.3641 -0.074 -0.026 -0.026 0.198
H -10.1653 -3.5240 -1.9524 -0.005 0.010 0.007 0.400
H -1.6194 -2.3462 -5.3668 -0.012 0.023 -0.032 0.695
H 2.5178 1.0044 1.7783 -0.050 0.073 -0.014 0.145
H 4.0965 -0.2030 -2.6673 0.004 0.000 0.000 0.430
H -8.0362 -1.8508 -1.9313 -0.073 0.021 0.010 0.111
H -6.3819 -0.2859 7.7418 0.001 0.000 0.003 0.390
H -7.6711 3.8839 -3.5615 -0.001 0.002 0.003 0.388
H -1.2452 1.6168 7.8474 0.070 -0.128 0.022 0.216
H 3.3673 -0.5960 -8.7038 0.003 0.001 0.000 0.401
H -6.8934 1.7025 5.9683 -0.004 0.004 0.001 0.389
H 0.2639 -5.0541 -6.7375 0.243 0.045 -0.032 0.053
H 6.6880 -0.7230 -2.1624 0.039 0.019 -0.011 0.394
H 3.3197 3.2532 -4.9273 0.015 0.021 0.006 0.397
H 2.1424 4.4758 2.8560 -0.015 0.040 -0.029 0.481
H 0.0973 -6.0937 -3.6251 -0.044 -0.094 -0.050 0.338
H -4.7875 3.4014 6.1225 -0.002 -0.011 -0.015 0.373
H -6.5360 0.0124 -2.4557 0.095 -0.050 0.012 0.173
H 5.4957 3.5145 0.5052 -0.009 0.006 -0.027 0.426
H 1.6238 -4.6190 -4.6426 -0.069 0.007 -0.241 0.010
H -1.1187 -5.4068 -4.6764 -0.096 -0.097 -0.247 0.225
H 4.6731 3.0842 4.2062 -0.022 -0.109 -0.020 0.318
H 4.6337 4.4690 2.6529 0.055 0.112 0.011 0.297
H 0.9363 3.6940 4.9475 -0.024 -0.011 -0.030 0.522
H 9.5865 -2.2876 0.6505 -0.001 -0.003 0.003 0.389
H 7.4968 2.9513 7.4842 0.001 -0.003 0.000 0.393
H 0.8556 -0.1322 -5.2058 -0.080 -0.004 -0.060 0.610
H -0.1939 -2.0721 2.6417 0.001 -0.002 -0.001 0.391
H -3.2242 2.4560 7.8203 0.124 0.214 -0.050 0.197
H 2.6506 -3.0061 -7.6958 0.019 -0.001 0.001 0.294
H -2.4378 -2.7811 -2.8151 -0.002 -0.012 0.000 0.396
H -9.6235 -5.4459 -0.1161 -0.003 0.000 0.005 0.398
H -9.0722 2.0997 -5.0488 -0.006 -0.002 0.002 0.399
H 3.4191 -0.0252 3.8748 0.007 -0.018 0.009 0.485
H 2.2131 1.2602 -7.0984 -0.014 -0.001 -0.021 0.479
H 2.7692 0.8475 -4.5072 0.178 -0.028 -0.104 0.099
H -0.5488 -7.1235 -4.8846 -0.201 0.099 -0.290 0.366
H 0.4303 -0.0729 0.9199 -0.016 -0.002 0.008 0.414
H 9.3320 -1.2181 -1.8309 -0.004 -0.002 -0.006 0.404
H -1.6307 4.0332 8.4175 0.065 0.041 0.020 0.464
H -6.0841 2.4143 -1.9313 0.000 0.021 -0.010 0.384
H 3.3287 2.7895 -0.9515 0.006 0.018 -0.064 0.274
H -3.8414 -2.5321 -6.9056 0.026 0.017 0.001 0.388
H -7.1952 -4.8321 0.9149 -0.015 -0.015 0.000 0.387
H 5.2422 3.9464 -3.1466 -0.001 0.001 0.002 0.414
H -6.4236 -2.7533 -0.2404 0.058 0.040 0.065 0.208
H 1.2254 -2.5582 -5.6879 0.013 -0.019 0.019 0.083
H 7.2959 3.4123 4.8181 0.006 -0.015 0.003 0.402
H -5.1119 -3.2044 -2.9537 0.005 -0.046 -0.008 0.555
H 1.7512 -6.7820 -5.7552 0.130 0.210 -0.125 0.031
H 3.4962 2.5062 6.3291 -0.067 0.015 0.011 0.180
H 1.7354 -2.0414 4.5506 0.011 -0.010 -0.007 0.428
H -0.2517 5.4904 6.5987 -0.008 0.000 0.001 0.441
H -3.9958 0.3192 8.8731 -0.034 -0.015 0.005 0.333
H 1.1651 3.4177 0.5617 -0.005 0.033 -0.008 0.448
H 0.2137 1.2462 5.8540 -0.009 0.016 -0.055 0.483
H 7.0837 -2.3786 1.6846 0.019 0.003 0.006 0.386
H 5.5500 -1.4372 -0.0516 -0.076 0.007 0.023 0.212
H 2.2823 -4.9438 -6.5451 0.146 -0.084 0.029 -0.051
```
Positions in Å, forces in eV/Å.